Entry 1:
{"formula": "C4H12N2O4S2", "method": "ωB97M-V/def2-TZVPD", "elements": ["C", "C", "C", "C", "N", "N", "O", "O", "O", "O", "S", "S", "H", "H", "H", "H", "H", "H", "H", "H", "H", "H", "H", "H"], "xyz": [[-1.677, 2.315, 1.249], [2.816, -0.150, -0.281], [-0.473, -2.905, -0.916], [-0.024, 0.099, -0.518], [-0.748, -2.571, 0.264], [0.249, 0.702, -1.816], [-2.608, 0.645, -0.654], [-1.670, -0.203, 1.474], [1.157, -0.701, 1.704], [1.364, 1.711, 1.204], [-1.498, 0.792, 0.256], [1.307, 0.324, 0.709], [-1.146, 3.117, 0.701], [-2.704, 2.482, 1.379], [-1.207, 2.123, 2.158], [3.456, 0.645, -0.467], [3.034, -1.015, 0.202], [2.287, -0.282, -1.269], [-1.143, -3.614, -1.465], [0.319, -2.539, -1.647], [-0.041, -2.058, 0.644], [-1.450, -1.176, 1.394], [1.009, 1.289, -2.021], [-0.608, 0.972, -2.283]], "homo_lumo_gap_ev": [5.1, 8.8], "spin_multiplicity": 3, "homo_energy_ev": [-4.77, -10.40], "s_squared": 2.0080, "e_tot_ev": -37174.64477}


Entry 2:
{"formula": "C2H4O5", "method": "ωB97M-V/def2-TZVPD", "elements": ["C", "C", "O", "O", "O", "O", "O", "H", "H", "H", "H"], "xyz": [[-0.270, -0.300, 1.443], [0.191, 0.630, -0.707], [0.806, -0.277, -1.119], [-0.281, -1.608, 1.550], [-1.438, 0.315, 1.542], [1.344, 0.465, -3.102], [-0.360, 1.667, -0.576], [-1.162, -1.960, 1.337], [-1.379, 1.206, 1.144], [1.896, -0.313, -3.265], [0.654, 0.176, 1.754]], "homo_lumo_gap_ev": [12.1, 6.0], "relative_energy_kcal_mol": 74.1, "homo_energy_ev": [-11.67, -7.11], "e_tot_ev": -12372.22177}


Entry 3:
{"formula": "C5H8O", "method": "ωB97M-V/def2-TZVPD", "elements": ["C", "C", "C", "C", "C", "O", "H", "H", "H", "H", "H", "H", "H", "H"], "xyz": [[-1.727, -0.531, 0.133], [-1.458, 0.817, -0.499], [-0.431, 0.177, 0.355], [1.980, 0.787, -0.215], [1.917, -0.578, 0.369], [0.691, -0.312, -0.373], [-1.722, -1.401, -0.517], [-2.423, -0.587, 0.966], [-1.968, 1.703, -0.132], [-1.230, 0.828, -1.560], [-0.163, 0.592, 1.322], [2.391, 0.653, -1.232], [2.404, -1.458, -0.059], [1.739, -0.690, 1.442]], "homo_lumo_gap_ev": 9.2, "relative_energy_kcal_mol": 130.2, "homo_energy_ev": -8.11, "e_tot_ev": -7356.61121}


Please write out number 3 again, unchanged.
{"formula": "C5H8O", "method": "ωB97M-V/def2-TZVPD", "elements": ["C", "C", "C", "C", "C", "O", "H", "H", "H", "H", "H", "H", "H", "H"], "xyz": [[-1.727, -0.531, 0.133], [-1.458, 0.817, -0.499], [-0.431, 0.177, 0.355], [1.980, 0.787, -0.215], [1.917, -0.578, 0.369], [0.691, -0.312, -0.373], [-1.722, -1.401, -0.517], [-2.423, -0.587, 0.966], [-1.968, 1.703, -0.132], [-1.230, 0.828, -1.560], [-0.163, 0.592, 1.322], [2.391, 0.653, -1.232], [2.404, -1.458, -0.059], [1.739, -0.690, 1.442]], "homo_lumo_gap_ev": 9.2, "relative_energy_kcal_mol": 130.2, "homo_energy_ev": -8.11, "e_tot_ev": -7356.61121}